ORCA calculation (ωB97M-V with the def2-TZVPD basis set) on a cluster of 4 separate species, C4H15NO3 in total.

**HOMO**: -8.4 eV
**Relative energy (zero: lowest compared OMol25 entry of this formula, charge and spin)**: 39.4 kcal/mol
**SMILES**: C=CNCC.O.O.O

```
! wB97M-V def2-TZVPD RIJCOSX def2/J DEFGRID3
* xyz 0 1
C 0.68 -2.56 -1.46
C 0.00 -2.09 -0.41
N -1.02 -1.11 -0.69
C -1.74 -0.50 0.44
C -2.03 -1.40 1.63
H 1.55 -3.19 -1.38
H 0.44 -2.41 -2.50
H 0.18 -2.34 0.62
H -1.64 -1.57 -1.35
H -1.13 0.31 0.81
H -2.65 -0.10 -0.01
H -2.72 -2.22 1.52
H -1.09 -1.52 2.18
H -2.56 -0.77 2.37
O 0.15 1.17 -2.02
H 0.95 0.87 -2.43
H -0.61 0.59 -2.19
O 1.99 2.33 2.26
H 2.25 2.45 1.33
H 2.22 3.19 2.69
O 2.54 3.47 -0.23
H 1.96 3.01 -0.89
H 2.30 4.39 -0.31
*
```

Löwdin atomic charge list, values in e, 5 entries:
1. C -0.018
2. C -0.196
3. N -0.091
4. C -0.270
5. C -0.111

ORCA calculation (ωB97M-V with the def2-TZVPD basis set) on a cluster of 4 separate species, C4H15NO3 in total.

**HOMO**: -8.9 eV
**Relative energy (zero: lowest compared OMol25 entry of this formula, charge and spin)**: 32.7 kcal/mol
**SMILES**: C1CCNC1.O.O.O

```
! wB97M-V def2-TZVPD RIJCOSX def2/J DEFGRID3
* xyz 0 1
C 0.80 1.26 -1.12
C 1.14 -0.19 -1.54
C 0.97 -1.05 -0.33
N 0.13 -0.27 0.69
C 0.08 1.13 0.21
H 0.13 1.62 -1.93
H 1.72 1.92 -1.04
H 2.11 -0.31 -2.02
H 0.38 -0.39 -2.36
H 0.57 -2.05 -0.39
H 1.86 -1.20 0.33
H -0.85 -0.58 0.63
H 0.59 1.60 1.14
H -0.94 1.55 0.08
O -2.93 -1.68 -0.83
H -2.36 -2.04 -1.52
H -3.51 -2.40 -0.56
O -3.39 0.75 1.67
H -3.86 0.32 0.94
H -2.55 0.27 1.62
O 3.52 0.60 1.79
H 2.81 1.20 2.07
H 3.57 -0.07 2.48
*
```

Löwdin atomic charge list, values in e, 5 entries:
1. C -0.187
2. C -0.199
3. C -0.209
4. N -0.078
5. C -0.246

ORCA calculation (ωB97M-V with the def2-TZVPD basis set) on a structure of composition C4H16AsBBaF4N5O9P2.

**HOMO**: -6.7 eV
**Relative energy (zero: lowest compared OMol25 entry of this formula, charge and spin)**: 22.5 kcal/mol

```
! wB97M-V def2-TZVPD RIJCOSX def2/J DEFGRID3
* xyz -1 1
Ba -0.75 -0.26 0.37
N -1.59 -0.13 -4.09
N -0.86 -1.32 -4.07
C 0.23 -1.56 -3.33
N 0.82 -2.76 -3.51
N 0.60 -0.57 -2.51
N 1.72 -0.76 -1.78
O 2.65 -1.46 -2.14
O 1.75 -0.11 -0.73
H -0.94 0.64 -4.20
H -2.05 -0.01 -3.18
H -1.15 -2.02 -4.74
H 0.21 -3.53 -3.73
H 1.59 -2.97 -2.88
O -3.74 3.03 1.77
P -2.66 1.86 1.63
O -2.34 1.22 2.92
O -1.52 2.29 0.74
O -3.49 0.71 0.77
P -3.84 0.69 -0.81
O -4.06 2.27 -1.14
O -5.11 -0.02 -1.07
O -2.54 0.24 -1.46
H -3.91 3.39 0.89
H -4.98 2.35 -1.40
C 2.87 2.46 1.57
As 1.95 0.89 2.29
C 3.49 -0.31 2.36
C 1.89 1.41 4.17
H 3.75 2.70 2.17
H 2.18 3.31 1.58
H 3.17 2.26 0.55
H 4.31 0.14 2.91
H 3.79 -0.56 1.35
H 3.19 -1.24 2.86
H 2.86 1.78 4.51
H 1.60 0.54 4.76
H 1.13 2.18 4.31
F -1.11 -2.91 1.26
B -0.03 -3.40 0.48
F 1.17 -2.96 1.06
F -0.08 -4.76 0.32
F -0.15 -2.75 -0.81
*
```

Löwdin atomic charge list, values in e, 5 entries:
1. Ba 1.984
2. N 0.053
3. N -0.011
4. C -0.408
5. N 0.182

ORCA calculation (ωB97M-V with the def2-TZVPD basis set) on a structure of composition C4H16BClCoN4O12.

**<S²>**: 3.76
**HOMO (alpha / beta)**: -9.8 / -9.7 eV
**Relative energy (zero: lowest compared OMol25 entry of this formula, charge and spin)**: 0.0 kcal/mol

```
! wB97M-V def2-TZVPD RIJCOSX def2/J DEFGRID3
* xyz 0 4
Co 17.80 15.23 5.21
Cl 19.07 15.14 2.17
O 17.71 15.15 1.71
O 19.86 16.01 1.36
O 19.09 15.65 3.55
O 19.62 13.82 2.19
B 16.95 15.37 7.18
H 16.31 15.50 8.18
H 16.24 15.34 6.22
H 17.76 16.27 7.10
H 17.60 14.35 7.21
C 17.73 19.68 5.28
N 16.94 18.45 5.07
O 17.56 17.40 5.02
O 15.74 18.54 5.05
H 18.68 19.56 4.75
H 17.96 19.77 6.34
H 17.17 20.51 4.89
C 21.65 14.80 7.33
N 20.35 14.16 7.02
O 19.76 14.58 6.04
O 19.97 13.25 7.72
H 22.07 15.13 6.39
H 22.27 14.06 7.83
H 21.47 15.64 7.99
C 14.60 14.32 2.33
N 14.81 15.14 3.54
O 13.84 15.55 4.13
O 15.96 15.36 3.86
H 13.90 14.83 1.68
H 14.20 13.36 2.65
H 15.55 14.18 1.83
C 17.81 10.89 4.89
N 17.06 12.13 4.63
O 17.69 13.18 4.72
O 15.91 12.05 4.27
H 17.11 10.10 5.14
H 18.50 11.08 5.71
H 18.44 10.71 4.03
*
```

Löwdin atomic charge list, values in e, 5 entries:
1. Co 0.686
2. Cl 0.687
3. O -0.342
4. O -0.307
5. O -0.411

ORCA calculation (ωB97M-V with the def2-TZVPD basis set) on a structure of composition C4H16BNaO4.

**HOMO**: -7.9 eV
**Relative energy (zero: lowest compared OMol25 entry of this formula, charge and spin)**: 52.6 kcal/mol

```
! wB97M-V def2-TZVPD RIJCOSX def2/J DEFGRID3
* xyz 0 1
Na 0.24 -0.67 0.16
B 2.81 -0.81 -0.87
H 2.48 -0.73 0.15
H 2.04 -1.25 -1.50
H 2.99 0.22 -1.14
H 3.75 -1.34 -0.88
C -2.18 -2.33 -0.62
C -2.16 -1.64 -2.01
O -0.87 -1.26 -2.39
O -2.17 -1.47 0.47
H -1.31 -2.99 -0.65
H -3.07 -2.94 -0.48
H -2.63 -0.66 -2.16
H -2.42 -2.36 -2.78
H -0.70 -1.70 -3.22
H -2.94 -1.62 1.02
C -0.08 2.42 1.85
C 1.39 2.56 1.48
O 2.11 1.47 1.92
O -0.90 1.51 1.14
H -0.52 3.41 1.74
H -0.15 2.27 2.93
H 1.89 3.39 1.97
H 1.48 2.57 0.39
H 2.57 1.90 2.65
H -1.64 2.05 0.83
*
```

Löwdin atomic charge list, values in e, 5 entries:
1. Na 0.527
2. B -0.394
3. H -0.110
4. H -0.094
5. H -0.080

ORCA calculation (ωB97M-V with the def2-TZVPD basis set) on a structure of composition C4H16BrN4O4V.

**<S²>**: 6.02
**HOMO (alpha / beta)**: -14.6 / -14.6 eV

```
! wB97M-V def2-TZVPD RIJCOSX def2/J DEFGRID3
* xyz 2 5
V 0.57 -0.33 -3.53
Br 0.75 -0.76 -0.94
C 0.92 -1.86 2.82
O 1.90 -2.38 1.97
H 0.49 -2.66 3.42
H 1.22 -1.02 3.45
H 0.13 -1.46 2.17
H 1.56 -2.33 1.08
C 3.93 0.65 1.32
O 2.79 1.35 0.89
H 4.91 0.91 0.92
H 4.19 0.72 2.38
H 3.86 -0.44 1.32
H 2.26 0.78 0.34
C -0.73 2.55 -2.77
O -0.62 1.55 -3.46
N -1.20 3.73 -3.18
N -0.59 2.51 -1.46
H -1.38 4.49 -2.54
H -1.45 3.66 -4.16
H -0.83 3.41 -1.06
H -0.49 1.66 -0.92
C -3.04 -2.10 -0.10
O -3.59 -2.67 -1.00
N -1.82 -2.37 0.35
N -3.50 -1.10 0.46
H -1.22 -1.70 0.82
H -1.38 -3.08 -0.22
H -4.46 -0.85 0.24
H -3.18 -0.86 1.39
*
```

Löwdin atomic charge list, values in e, 5 entries:
1. V 1.103
2. Br 0.201
3. C -0.155
4. O -0.115
5. H 0.093

ORCA calculation (ωB97M-V with the def2-TZVPD basis set) on a structure of composition C4H16F3N8O4Y.

**<S²>**: 0.75
**HOMO (alpha / beta)**: 0.4 / -6.4 eV

```
! wB97M-V def2-TZVPD RIJCOSX def2/J DEFGRID3
* xyz -1 2
Y -9.59 -23.38 17.70
F -10.64 -21.52 18.56
F -9.10 -21.95 15.79
F -9.36 -24.55 19.66
C -12.63 -25.07 17.98
O -11.65 -24.44 17.78
N -12.80 -25.89 18.92
N -13.78 -24.97 17.32
H -12.06 -26.26 19.49
H -13.67 -26.40 19.05
H -13.81 -24.74 16.34
H -14.58 -25.27 17.86
C -9.36 -25.32 14.75
O -9.66 -24.99 15.90
N -9.35 -24.53 13.67
N -8.99 -26.51 14.42
H -9.89 -23.77 14.06
H -9.34 -24.77 12.69
H -9.02 -27.13 15.22
H -8.79 -26.79 13.47
C -6.56 -25.22 17.19
O -7.55 -24.55 17.39
N -6.58 -26.53 17.16
N -5.40 -24.66 16.99
H -5.74 -26.95 16.79
H -7.41 -27.11 17.14
H -4.71 -25.38 16.99
H -5.27 -23.65 16.97
C -7.28 -20.96 18.40
O -7.67 -22.11 18.50
N -7.57 -20.20 17.43
N -6.61 -20.26 19.25
H -7.10 -19.33 17.24
H -7.93 -20.82 16.71
H -6.23 -20.74 20.05
H -6.51 -19.25 19.18
*
```

Löwdin atomic charge list, values in e, 5 entries:
1. Y 1.540
2. F -0.638
3. F -0.593
4. F -0.626
5. C -0.759

ORCA calculation (ωB97M-V with the def2-TZVPD basis set) on a cluster of 5 separate species, C4H16FO4 in total.

**HOMO**: -5.9 eV
**Relative energy (zero: lowest compared OMol25 entry of this formula, charge and spin)**: 0.0 kcal/mol

```
! wB97M-V def2-TZVPD RIJCOSX def2/J DEFGRID3
* xyz -1 1
F -1.06 0.54 0.54
C -2.35 1.42 -2.95
O -2.33 1.92 -1.62
H -2.93 0.49 -2.93
H -2.76 2.14 -3.65
H -1.32 1.25 -3.28
H -1.82 1.32 -1.05
C -0.36 -2.56 1.33
O -1.57 -2.09 0.80
H -0.01 -1.84 2.08
H -0.45 -3.46 1.94
H 0.38 -2.67 0.54
H -1.48 -1.13 0.62
C 1.75 0.91 2.53
O 1.48 2.31 2.54
H 0.89 0.38 2.13
H 2.59 0.73 1.85
H 1.96 0.49 3.52
H 2.27 2.71 2.90
C 1.38 -0.71 -1.54
O 1.16 0.52 -0.88
H 0.41 -1.02 -1.96
H 2.11 -0.61 -2.34
H 1.71 -1.45 -0.80
H 0.37 0.39 -0.31
*
```

Löwdin atomic charge list, values in e, 5 entries:
1. F -0.511
2. C -0.185
3. O -0.148
4. H 0.069
5. H 0.061

ORCA calculation (ωB97M-V with the def2-TZVPD basis set) on the ion C4H16N10P with charge +1.

**HOMO**: -12.5 eV
**Relative energy (zero: lowest compared OMol25 entry of this formula, charge and spin)**: 0.0 kcal/mol
**SMILES**: [H]/N=C(\N)[NH+]=P(N=C(N)N)(N=C(N)N)NC

```
! wB97M-V def2-TZVPD RIJCOSX def2/J DEFGRID3
* xyz 1 1
H 3.68 -0.84 -0.53
N 2.72 -0.40 -0.51
C 2.55 -0.17 0.75
N 3.53 -0.09 1.70
N 1.25 0.15 1.14
P -0.16 0.13 0.21
N -0.36 1.08 -1.03
C 0.37 1.62 -2.02
N -0.12 2.70 -2.69
N 1.61 1.24 -2.23
N -1.18 0.34 1.41
C -2.48 0.25 1.17
N -3.31 0.49 2.23
N -3.00 -0.05 0.04
N -0.50 -1.51 -0.52
C -0.80 -2.65 0.34
H 4.55 -0.02 1.49
H 3.40 -0.40 2.64
H 0.96 0.54 2.08
H -0.96 3.36 -2.42
H 0.11 2.76 -3.64
H 1.97 0.46 -1.69
H 2.26 1.27 -3.01
H -2.77 0.58 3.15
H -4.28 0.21 2.20
H -2.56 -0.47 -0.75
H -4.01 -0.04 -0.09
H 0.37 -1.69 -0.99
H -1.89 -2.55 0.65
H -0.14 -2.67 1.23
H -0.80 -3.64 -0.32
*
```

Löwdin atomic charge list, values in e, 5 entries:
1. H 0.105
2. N 0.068
3. C -0.557
4. N 0.143
5. N -0.030

ORCA calculation (ωB97M-V with the def2-TZVPD basis set) on a cluster of 3 separate species, C4H16N2O in total.

**HOMO**: -20.0 eV
**Relative energy (zero: lowest compared OMol25 entry of this formula, charge and spin)**: 64.1 kcal/mol

```
! wB97M-V def2-TZVPD RIJCOSX def2/J DEFGRID3
* xyz 2 1
C 1.45 -1.53 0.23
C 1.04 0.01 0.31
C 0.67 0.90 -0.87
C -0.64 0.36 -1.40
N -1.75 0.67 -0.32
N 2.73 0.98 0.83
H 0.82 -2.36 0.54
H 1.81 -1.86 -0.77
H 2.25 -1.62 0.97
H 0.39 0.22 1.21
H 1.37 0.97 -1.82
H 0.50 1.96 -0.57
H -1.05 0.77 -2.34
H -0.43 -0.75 -1.37
H -2.36 1.41 -0.83
H -2.27 -0.28 -0.06
H -1.15 1.01 0.40
H 3.51 0.73 0.20
H 2.83 0.51 1.77
H 2.77 1.87 1.20
H -3.36 -1.97 0.34
H -3.42 -1.07 1.68
O -3.02 -1.19 0.79
*
```

Löwdin atomic charge list, values in e, 5 entries:
1. C -0.017
2. C -0.064
3. C -0.219
4. C -0.124
5. N 0.151

ORCA calculation (ωB97M-V with the def2-TZVPD basis set) on a cluster of 3 separate species, C4H16N2O2 in total.

**HOMO**: -8.9 eV
**Relative energy (zero: lowest compared OMol25 entry of this formula, charge and spin)**: 16.6 kcal/mol
**SMILES**: NCCCCN.O.O

```
! wB97M-V def2-TZVPD RIJCOSX def2/J DEFGRID3
* xyz 0 1
N -0.28 -0.11 2.70
C -0.65 0.29 1.35
C -0.93 -1.00 0.55
C 0.34 -1.83 0.30
C 1.13 -1.32 -0.89
N 0.41 -1.54 -2.15
H 0.30 0.53 3.23
H -1.13 -0.32 3.21
H 0.17 0.76 0.80
H -1.57 0.86 1.27
H -1.43 -0.81 -0.40
H -1.62 -1.61 1.13
H 0.11 -2.89 0.34
H 0.92 -1.71 1.22
H 1.35 -0.26 -0.77
H 2.10 -1.81 -0.97
H 0.55 -2.39 -2.65
H 0.24 -0.71 -2.69
O 0.61 2.46 -1.78
H 1.44 2.06 -1.47
H 0.54 2.13 -2.68
O -1.15 3.35 0.16
H -0.74 3.03 -0.67
H -0.71 2.85 0.85
*
```

Löwdin atomic charge list, values in e, 5 entries:
1. N 0.001
2. C -0.292
3. C -0.208
4. C -0.219
5. C -0.277

ORCA calculation (ωB97M-V with the def2-TZVPD basis set) on a cluster of 3 separate species, C4H16N2O2 in total.

**HOMO**: -9.0 eV
**Relative energy (zero: lowest compared OMol25 entry of this formula, charge and spin)**: 24.9 kcal/mol
**SMILES**: CNCCCN.O.O

```
! wB97M-V def2-TZVPD RIJCOSX def2/J DEFGRID3
* xyz 0 1
C -0.18 -0.70 2.55
N -0.01 -0.47 1.13
C 0.40 0.95 0.82
C 1.00 1.02 -0.57
C -0.05 0.89 -1.67
N -1.19 1.80 -1.74
H 0.59 -0.29 3.20
H -1.01 -0.21 3.12
H -0.26 -1.78 2.68
H -0.87 -0.65 0.63
H 1.20 1.12 1.54
H -0.37 1.71 0.98
H 1.80 0.27 -0.66
H 1.57 1.97 -0.68
H -0.29 -0.17 -1.72
H 0.43 0.96 -2.68
H -2.02 1.33 -1.37
H -1.04 2.66 -1.24
O 2.33 -2.10 0.03
H 1.79 -1.36 0.36
H 3.21 -1.72 0.02
O -2.05 -1.58 -1.29
H -2.14 -1.54 -2.25
H -2.84 -2.12 -1.19
*
```

Löwdin atomic charge list, values in e, 5 entries:
1. C -0.150
2. N -0.115
3. C -0.233
4. C -0.206
5. C -0.313

Number 1: strongest force on any atom 0.0445 hartree/bohr, energy -12022.5108 eV. Number 2: strongest force on any atom 0.0679 hartree/bohr, energy -12022.7995 eV. Number 3: strongest force on any atom 0.0049 hartree/bohr, energy -121959.3822 eV. Number 4: strongest force on any atom 0.0243 hartree/bohr, energy -85743.5008 eV. Number 5: strongest force on any atom 0.0932 hartree/bohr, energy -17686.3266 eV. Number 6: strongest force on any atom 0.1490 hartree/bohr, energy -114268.4300 eV. Number 7: strongest force on any atom 0.1485 hartree/bohr, energy -33721.5784 eV. Number 8: strongest force on any atom 0.0235 hartree/bohr, energy -15315.3744 eV. Number 9: strongest force on any atom 0.0885 hartree/bohr, energy -28593.8779 eV. Number 10: strongest force on any atom 0.1117 hartree/bohr, energy -9416.5317 eV. Number 11: strongest force on any atom 0.0363 hartree/bohr, energy -11482.2495 eV. Number 12: strongest force on any atom 0.0522 hartree/bohr, energy -11481.8903 eV.